This record from the OMol25 dataset describes C5H9NO in the gas phase. The level of theory is wB97M-V/def2-TZVPD.

Calculated values
Gap between HOMO and LUMO, eV: 10.66
Charge: 0
Molar mass, g/mol: 99.13

```
16
Properties=species:S:1:pos:R:3:forces:R:3:lowdin_charge:R:1
C 1.318847 0.265369 1.009720 0.109 -0.011 0.155 -0.059
C 0.765043 -0.760623 0.001951 0.142 -0.023 -0.033 -0.274
C -0.573860 -1.401624 0.450546 -0.029 -0.122 0.131 -0.129
C -1.353153 -0.278251 -0.285901 -0.173 0.072 -0.051 -0.090
C -0.039650 0.132821 -0.916445 0.160 0.378 -0.119 -0.317
N 0.390144 1.120647 -1.576778 -0.052 -0.500 0.265 0.045
O -0.675245 2.045989 -1.787347 -0.158 0.240 -0.056 -0.085
H 1.390730 -0.119669 2.029239 0.164 -0.150 -0.105 0.078
H 0.656043 1.140387 1.034208 0.124 -0.220 0.202 0.080
H 2.289321 0.634974 0.667644 -0.098 -0.090 0.122 0.083
H 1.539425 -1.427274 -0.388403 -0.154 0.150 0.042 0.138
H -0.749650 -2.383743 0.001037 0.077 0.168 0.084 0.108
H -0.713171 -1.471382 1.532812 -0.034 0.016 -0.158 0.105
H -1.770324 0.493348 0.369565 0.060 -0.071 -0.147 0.115
H -2.130498 -0.586818 -0.987853 0.095 0.010 0.089 0.115
H -0.441183 2.696614 -1.106858 -0.233 0.152 -0.421 0.088
```
Positions in Å, forces in eV/Å.

***

This record from the OMol25 dataset describes C4H10O2S in the gas phase at a distorted geometry. The level of theory is wB97M-V/def2-TZVPD.

Calculated values
Gap between HOMO and LUMO, eV: 9.93
Charge: 0
Molar mass, g/mol: 122.19

```
17
Properties=species:S:1:pos:R:3:forces:R:3:lowdin_charge:R:1
C 1.560000 -0.332177 0.681898 -2.141 0.535 -2.068 -0.047
C 0.223147 -0.917827 0.303456 -0.226 1.027 1.034 -0.900
O 0.518765 -2.213886 -0.015331 -1.376 -1.828 -0.715 -0.035
S -0.991345 -0.729404 1.748811 -0.382 -0.585 -0.754 0.800
C -0.426453 -0.189027 -0.796293 -0.680 1.300 -1.432 -0.221
C -0.490781 1.345410 -0.618246 2.037 0.068 0.747 -0.318
O -1.509621 1.779932 -1.424950 -2.142 1.002 -0.750 -0.059
H 1.800699 -0.975312 1.430917 2.080 -1.543 2.019 0.056
H 2.065114 -0.347910 -0.263730 1.178 -0.212 -0.014 0.105
H 1.422261 0.653763 1.004905 0.133 1.451 0.635 0.063
H -0.291671 -2.603246 -0.425032 0.996 0.148 0.464 0.128
H -0.113108 -0.389447 2.653601 0.642 0.123 0.706 -0.162
H -1.455739 -0.492754 -0.960562 -0.430 -0.178 0.419 0.111
H -0.007292 -0.411665 -1.787304 0.572 0.021 0.325 0.137
H 0.386610 1.879115 -1.055911 0.123 -0.813 0.626 0.127
H -0.519052 1.651690 0.477840 -0.460 -0.433 -1.318 0.116
H -2.171534 2.292744 -0.954068 0.078 -0.083 0.075 0.098
```
Positions in Å, forces in eV/Å.

***

This record from the OMol25 dataset describes a gas-phase ion, C11H13IN (charge +1) at a distorted geometry. The level of theory is wB97M-V/def2-TZVPD.

Calculated values
Gap between HOMO and LUMO (spin up / spin down), eV: 6.73 / 7.24
Charge: +1
Molar mass, g/mol: 286.14

```
26
Properties=species:S:1:pos:R:3:forces:R:3:lowdin_charge:R:1
C -2.700104 0.460095 -0.291544 -1.841 3.354 -0.549 -0.071
C -2.828468 -0.861705 -0.346932 -0.543 -4.081 -1.507 -0.077
C -1.459458 1.091859 -0.199525 -0.562 -0.137 2.214 -0.002
C -1.705510 -1.669162 -0.135924 -1.585 0.979 -0.647 0.040
C -0.345307 0.300055 -0.049049 0.284 0.768 -0.834 -0.111
C -0.404991 -1.125996 -0.029221 -1.784 0.545 0.017 -0.239
C 2.096281 0.120948 0.338026 -0.900 -1.997 -0.362 -0.426
C 0.973828 1.019207 0.059943 0.466 1.156 -1.044 -0.529
C 1.251081 1.994463 -1.195179 -1.161 -0.793 0.321 0.013
C 0.938706 1.981220 1.253604 1.642 -0.959 0.427 -0.021
C 0.899030 -3.102274 0.423536 -0.687 -3.720 2.017 -0.120
N 0.685326 -1.803628 0.111552 1.539 3.925 -0.323 0.025
I 3.905535 -0.367224 -0.343835 -0.519 0.274 0.144 1.129
H -3.654584 1.040182 -0.372777 1.189 -0.166 0.068 0.142
H -3.774768 -1.377795 -0.795554 1.607 1.087 1.576 0.165
H -1.487443 2.121552 0.200247 0.441 -0.304 -1.135 0.147
H -1.982091 -2.674162 -0.219965 0.679 -1.721 0.106 0.102
H 0.554070 1.758003 -1.970235 -0.784 -0.107 -0.363 0.084
H 2.160685 1.836038 -1.685158 1.798 -0.311 -0.269 0.034
H 1.155855 3.054343 -0.973533 -0.009 -0.190 0.351 0.096
H 0.634561 2.936744 0.998513 -0.566 1.808 -0.939 0.065
H 1.991705 2.044044 1.515763 -0.098 0.504 0.953 0.098
H 0.290155 1.703591 2.037335 -0.247 -0.913 1.152 0.096
H 0.891230 -3.768363 -0.477088 0.718 0.509 0.563 0.121
H 0.089475 -3.644440 1.104370 1.204 1.452 -1.126 0.142
H 1.825209 -3.067585 1.042620 -0.281 -0.962 -0.810 0.100
```
Positions in Å, forces in eV/Å.

***

This record from the OMol25 dataset describes 2 unconnected molecules or ions with the total composition C4H12S2 at a distorted geometry. The level of theory is wB97M-V/def2-TZVPD.

Calculated values
Gap between HOMO and LUMO, eV: 9.86
Charge: 0
Molar mass, g/mol: 124.27

```
18
Properties=species:S:1:pos:R:3:forces:R:3:lowdin_charge:R:1
C -1.240503 0.821874 -1.278663 -2.812 -1.284 0.195 -0.156
C -1.253936 -0.769421 -1.232322 -0.687 0.608 -1.219 -0.589
S -0.079902 -1.704718 -2.364884 -0.207 0.791 0.577 0.634
H -1.960913 1.254733 -0.434228 1.525 -1.059 -1.813 0.112
H -1.639572 1.150567 -2.273128 0.471 -0.112 0.909 0.074
H -0.269054 1.194343 -1.103593 0.999 0.549 0.058 0.002
H -1.093715 -1.121231 -0.252128 0.497 -0.284 1.185 0.008
H -2.225788 -1.196448 -1.491610 -0.105 0.568 -0.095 0.049
H -0.122460 -2.845439 -1.653567 -0.021 0.160 -0.082 -0.161
C 0.812756 -0.660738 2.518639 -2.394 -1.829 -1.423 -0.168
C 0.942484 0.223622 1.269512 -0.835 0.211 -0.079 -0.597
S 0.569875 2.004931 1.598949 -0.096 -0.823 -0.076 0.674
H -0.173833 -1.303094 2.451940 1.713 1.269 0.271 0.101
H 0.727525 -0.024072 3.377768 0.353 -0.098 0.645 0.036
H 1.625645 -1.407633 2.528373 -0.259 0.531 0.416 0.070
H 1.963959 0.192690 1.037216 1.541 0.382 -0.622 0.036
H 0.420881 -0.110484 0.342546 0.350 0.167 1.158 0.018
H -0.657020 1.720616 2.062386 -0.033 0.255 -0.003 -0.143
```
Positions in Å, forces in eV/Å.

***

Energy above the lowest of the compared OMol25 structures with the same formula, charge and spin across the listed records, respectively: 82.6 40.4 115.9 24.4 kcal per mole.